1.
Entry from the Open Molecules 2025 dataset: a cluster of 4 separate species, C46H104N11O6P4S in total at a distorted geometry (ωB97M-V with the def2-TZVPD basis set).

Positions of all 172 atoms, in Å:
C: 0.66 1.76 2.14
C: 0.23 2.56 3.51
C: -1.12 1.87 4.21
C: -0.78 1.31 5.74
C: -0.04 -0.17 5.70
C: -1.08 -1.41 6.11
C: -0.44 -2.89 5.79
C: -1.54 -3.95 5.11
C: -1.99 -3.33 3.65
C: -2.18 -4.43 2.46
C: -3.36 -5.54 2.73
C: -4.26 -5.89 1.36
C: -3.46 -6.83 0.28
C: -3.13 -6.11 -1.16
C: -2.50 -7.23 -2.23
C: -0.95 -7.54 -1.76
C: -0.74 -8.84 -0.76
C: -1.92 -9.86 -0.25
O: -2.27 -10.86 -1.10
O: -2.61 -9.84 1.05
P: -1.51 -9.98 2.39
S: -0.59 -11.70 2.35
C: 0.79 -9.16 -0.27
C: 2.02 -8.18 -0.82
N: 1.78 -6.97 -1.75
C: 2.89 -6.09 -2.27
C: 4.30 -6.18 -1.45
C: 5.74 -6.33 -2.29
N: 4.44 -6.15 -0.07
C: 0.36 -6.62 -2.24
C: 0.03 -5.39 -3.27
C: -0.05 -3.90 -2.59
O: -0.49 -2.97 -3.67
C: 0.21 -1.68 -3.57
C: -0.64 -0.55 -4.47
H: -0.05 2.11 1.25
H: 0.66 0.60 2.30
H: 1.78 2.08 1.88
H: -0.07 3.68 3.26
H: 1.13 2.53 4.28
H: -1.49 0.95 3.57
H: -1.95 2.72 4.27
H: -1.80 1.16 6.31
H: -0.08 2.10 6.29
H: 0.37 -0.30 4.60
H: 0.86 -0.09 6.47
H: -2.10 -1.19 5.57
H: -1.29 -1.26 7.27
H: 0.51 -2.74 5.10
H: -0.04 -3.31 6.81
H: -2.42 -4.01 5.89
H: -0.99 -4.98 5.02
H: -2.92 -2.64 3.84
H: -1.11 -2.60 3.32
H: -2.49 -3.82 1.48
H: -1.18 -5.00 2.16
H: -2.93 -6.50 3.25
H: -4.12 -5.06 3.50
H: -5.24 -6.48 1.69
H: -4.59 -4.88 0.87
H: -2.47 -7.23 0.81
H: -4.13 -7.80 0.11
H: -2.31 -5.30 -0.96
H: -4.15 -5.67 -1.57
H: -2.60 -6.89 -3.35
H: -3.20 -8.19 -2.11
H: -0.62 -8.84 2.35
H: -2.35 -9.98 3.60
H: 0.99 -10.09 0.42
H: 3.11 -8.49 -0.44
H: 2.60 -4.93 -2.30
H: 3.14 -6.41 -3.39
H: 5.71 -5.48 -3.12
H: 6.66 -6.16 -1.55
H: 5.83 -7.36 -2.85
H: 3.48 -6.09 0.34
H: 0.87 -5.35 -4.11
H: -0.99 -5.52 -3.88
H: -0.91 -3.84 -1.77
H: 0.96 -3.52 -2.12
H: 1.29 -1.68 -4.06
H: 0.35 -1.28 -2.48
H: -1.05 -1.15 -5.42
H: -1.58 -0.13 -3.90
H: 0.04 0.29 -4.91
O: 3.25 5.68 0.66
P: 3.99 5.87 -0.69
N: 2.71 5.09 -1.52
C: 2.73 4.06 -2.53
C: 1.49 5.90 -1.64
N: 5.20 4.71 -0.22
C: 5.11 3.29 -0.53
C: 5.59 4.79 1.21
N: 4.84 6.08 -2.24
C: 4.29 7.08 -3.14
C: 5.85 5.25 -2.88
H: 3.04 4.44 -3.51
H: 1.73 3.62 -2.67
H: 3.35 3.21 -2.29
H: 1.62 6.71 -2.36
H: 1.21 6.34 -0.68
H: 0.62 5.31 -1.96
H: 4.20 2.83 -0.13
H: 5.97 2.74 -0.11
H: 5.19 3.09 -1.59
H: 4.86 4.29 1.85
H: 5.68 5.83 1.54
H: 6.56 4.32 1.38
H: 3.56 6.65 -3.83
H: 5.08 7.57 -3.74
H: 3.81 7.88 -2.57
H: 5.41 4.37 -3.36
H: 6.64 4.94 -2.19
H: 6.37 5.80 -3.67
O: -0.52 0.38 -7.52
P: -1.53 0.49 -8.68
N: -0.27 0.35 -9.82
C: 0.01 1.11 -11.02
C: 0.30 -1.00 -9.93
N: -1.84 2.16 -8.31
C: -1.11 3.26 -8.92
C: -1.88 2.46 -6.86
N: -2.70 0.61 -10.02
C: -2.97 -0.62 -10.75
C: -3.26 1.77 -10.68
H: -0.66 0.85 -11.84
H: 1.03 0.92 -11.39
H: -0.01 2.18 -10.88
H: -0.39 -1.68 -10.44
H: 0.52 -1.42 -8.95
H: 1.25 -1.02 -10.48
H: -0.03 3.19 -8.76
H: -1.45 4.23 -8.52
H: -1.32 3.35 -9.99
H: -0.87 2.55 -6.44
H: -2.41 1.68 -6.31
H: -2.40 3.40 -6.66
H: -2.30 -0.74 -11.61
H: -4.00 -0.66 -11.12
H: -2.85 -1.49 -10.10
H: -2.56 2.22 -11.39
H: -3.60 2.53 -9.97
H: -4.16 1.52 -11.25
O: -1.06 4.64 6.63
P: -0.70 5.53 7.85
N: -1.71 4.58 8.86
C: -2.68 4.97 9.85
C: -1.15 3.26 9.18
N: -1.60 6.87 7.18
C: -3.00 7.12 7.49
C: -1.48 7.00 5.71
N: -0.29 6.55 9.24
C: 0.61 5.96 10.23
C: -0.87 7.79 9.71
H: -2.22 5.34 10.77
H: -3.31 4.12 10.14
H: -3.40 5.70 9.50
H: -0.31 3.34 9.88
H: -0.80 2.75 8.28
H: -1.90 2.59 9.63
H: -3.64 6.27 7.24
H: -3.38 8.00 6.94
H: -3.15 7.39 8.53
H: -2.13 6.30 5.19
H: -0.45 6.83 5.38
H: -1.75 8.01 5.39
H: 0.06 5.45 11.02
H: 1.25 6.71 10.70
H: 1.28 5.24 9.75
H: -1.81 7.63 10.25
H: -1.03 8.51 8.91
H: -0.21 8.31 10.41

Summary:
Orbital gap in eV: 3.81
Total charge: +1
Spin multiplicity: 1
Lowest unoccupied orbital energy in eV: -4.955
Electronic energy in eV: -126019.0086

Results of the Mulliken charge analysis, in e, for atoms 1 through 5: C -0.67; C -0.44; C -0.55; C -0.34; C -0.42


2.
Entry from the Open Molecules 2025 dataset: a structure of composition C14H32Cl2NO2P2Pr at a distorted geometry (ωB97M-V with the def2-TZVPD basis set).

Positions of all 54 atoms, in Å:
C: 0.97 -0.16 -7.16
C: 0.55 0.24 -5.78
H: 2.06 -0.17 -7.19
H: 0.60 0.56 -7.92
H: 0.60 -1.17 -7.40
O: 1.25 0.49 -4.81
Cl: -1.22 0.29 -5.65
Pr: 0.13 -0.08 -1.39
P: -0.50 2.53 -0.93
C: 0.73 3.45 0.04
C: -0.24 2.93 -2.75
H: -0.44 4.02 -2.87
H: -2.32 4.08 -0.69
H: -0.92 2.30 -3.37
H: -2.91 2.36 -1.06
H: 1.75 3.14 -0.25
H: 0.78 2.64 -3.08
C: -2.20 3.00 -0.48
H: 0.56 4.53 -0.14
H: -2.34 2.75 0.60
H: 0.61 3.18 1.10
P: -0.25 -2.67 -0.61
C: 1.04 -3.39 0.47
C: -1.89 -3.28 -0.08
H: -0.68 -2.84 -3.04
H: -0.04 -4.42 -2.33
H: 1.06 -2.99 -2.69
C: 0.05 -3.31 -2.35
H: -2.66 -2.79 -0.72
H: -1.92 -4.39 -0.16
H: 0.98 -4.50 0.43
H: 0.90 -3.02 1.50
H: -2.07 -2.92 0.96
H: 2.04 -3.03 0.15
Cl: -2.31 -0.32 -2.32
O: 1.34 0.09 0.90
C: 1.00 -0.12 2.13
C: 1.97 -0.09 3.28
C: 1.65 1.03 4.28
C: 0.50 0.67 5.24
C: -0.88 0.46 4.60
C: -0.94 -0.71 3.66
N: -0.29 -0.40 2.37
H: 2.00 -1.10 3.76
H: 2.94 0.12 2.81
H: 2.57 1.23 4.87
H: 1.42 1.97 3.75
H: 0.78 -0.25 5.78
H: 0.42 1.49 5.97
H: -1.62 0.29 5.41
H: -1.20 1.37 4.07
H: -0.49 -1.63 4.10
H: -2.00 -0.97 3.43
H: -0.90 -0.49 1.55

Summary:
Orbital gap (spin up / spin down) in eV: 8.80 / 8.95
Total charge: +2
Spin multiplicity: 3
Lowest unoccupied orbital energy (spin up / spin down) in eV: -6.536 / -6.320
Electronic energy in eV: -78302.6950

Results of the Mulliken charge analysis, in e, for atoms 1 through 5: C -1.07; C 0.75; H 0.31; H 0.34; H 0.34


Q: Which value of total charge does entry 2 give?
A: +2